No. 1
A cluster of 2 separate species, C4H11N2O in total at a distorted geometry. Source: the OMol25 dataset; level of theory: ωB97M-V with the def2-TZVPD basis set.

Energy   -343.25067 Ha
Gap between HOMO and LUMO (alpha / beta)   8.0 / 7.6 eV
Energy relative to the best compared isomer or geometry (same formula, charge and spin)   62.23 kcal/mol
HOMO (alpha / beta)   -11.74 / -12.78 eV
Molar mass   103.1 g/mol
Expectation value of S²   2.010

Geometry as ORCA input:
```
! wB97M-V def2-TZVPD RIJCOSX def2/J DEFGRID3
* xyz 1 3
C -0.71563 0.61837 0.51447
C -1.56192 -0.14238 -0.31609
C 1.69489 -1.16300 0.60554
C 2.39284 0.86063 -0.45296
N 1.46520 -0.27507 -0.37857
N -3.09013 0.14256 -0.39642
O -1.24550 -0.67839 0.89275
H -1.09965 1.45968 1.18392
H -1.05965 -0.69649 -1.23124
H 2.19818 -2.06956 0.12115
H 2.43092 -0.72420 1.26212
H 0.79085 -1.67128 0.90786
H 2.65762 1.25195 0.48822
H 3.29577 0.68204 -1.12865
H 1.89043 1.73583 -0.93229
H -3.44150 0.19706 -1.36953
H -3.20617 1.08269 0.02417
H -3.39654 -0.61044 0.20555
*
```

No. 2
A cluster of 2 separate species, C2H8NO2 in total at a distorted geometry. Source: the OMol25 dataset; level of theory: ωB97M-V with the def2-TZVPD basis set.

Energy   -285.85443 Ha
Gap between HOMO and LUMO (alpha / beta)   9.1 / 9.1 eV
Energy relative to the best compared isomer or geometry (same formula, charge and spin)   102.93 kcal/mol
HOMO (alpha / beta)   -13.06 / -13.06 eV
Molar mass   78.1 g/mol

Geometry as ORCA input:
```
! wB97M-V def2-TZVPD RIJCOSX def2/J DEFGRID3
* xyz 1 1
C -1.07690 -0.57938 -1.48550
C 0.03229 0.05104 0.53638
N 1.48724 0.62085 0.15117
O 0.19896 -1.18093 1.01483
O -0.69257 0.97267 1.16818
H -0.63982 0.13913 -2.13647
H -0.96991 -1.68050 -1.46894
H -2.04210 -0.18013 -1.02119
H 1.39215 1.66608 -0.16941
H 1.94201 0.12711 -0.58801
H 2.15822 0.55598 1.01264
H -0.14147 -1.26649 2.00254
H -1.64809 0.75459 0.98378
*
```

No. 3
A structure of composition CH5BOS at a distorted geometry. Source: the OMol25 dataset; level of theory: ωB97M-V with the def2-TZVPD basis set.

Energy   -539.35343 Ha
Gap between HOMO and LUMO   9.2 eV
Energy relative to the best compared isomer or geometry (same formula, charge and spin)   47.77 kcal/mol
HOMO   -8.76 eV
Molar mass   75.9 g/mol

Geometry as ORCA input:
```
! wB97M-V def2-TZVPD RIJCOSX def2/J DEFGRID3
* xyz 0 1
B 0.24799 -0.64382 0.50150
C -0.30780 0.61690 -0.35997
O -0.66938 -1.00202 1.39243
S 0.98449 1.58908 -1.16413
H 1.29858 -1.35064 0.32494
H -0.73073 1.28422 0.47713
H -1.45114 0.33332 -1.19172
H -0.52781 -1.51535 2.18341
H 1.15580 0.68830 -2.16360
*
```

No. 4
A cluster of 2 separate species, C3H5O3 in total at a distorted geometry. Source: the OMol25 dataset; level of theory: ωB97M-V with the def2-TZVPD basis set.

Energy   -343.04646 Ha
Gap between HOMO and LUMO   8.9 eV
Energy relative to the best compared isomer or geometry (same formula, charge and spin)   26.12 kcal/mol
HOMO   -4.60 eV
Molar mass   89.1 g/mol

Geometry as ORCA input:
```
! wB97M-V def2-TZVPD RIJCOSX def2/J DEFGRID3
* xyz -1 1
C -2.23841 0.81907 -0.26657
C -1.45442 -0.26734 -0.08204
O -0.35475 -0.26555 0.67554
H -2.80315 0.94653 -1.18944
H -2.36845 1.52703 0.54663
H -1.64872 -1.17387 -0.66355
H 0.47166 -0.48907 0.09809
O 1.88822 -1.21502 -0.12839
C 2.61532 -0.21658 0.21226
O 2.44999 0.96241 -0.07165
H 3.44270 -0.62760 0.86912
*
```

No. 5
An isolated molecule of C4H6N2O. Source: the OMol25 dataset; level of theory: ωB97M-V with the def2-TZVPD basis set.

Energy   -340.76215 Ha
Gap between HOMO and LUMO   8.3 eV
Energy relative to the best compared isomer or geometry (same formula, charge and spin)   20.56 kcal/mol
HOMO   -7.47 eV
Molar mass   98.1 g/mol

Geometry as ORCA input:
```
! wB97M-V def2-TZVPD RIJCOSX def2/J DEFGRID3
* xyz 0 1
N -2.25183 -0.43107 0.25143
C -0.90745 -0.01451 0.13263
C -0.29938 1.21275 0.09148
C 1.11619 0.99603 0.02151
C 1.30292 -0.35889 -0.00116
O 2.41277 -1.15086 -0.05538
N 0.07931 -0.97171 0.06569
H -2.63642 -0.72230 -0.64258
H -2.82808 0.32350 0.60422
H -0.80636 2.16968 0.09747
H 1.89034 1.75188 -0.00601
H 2.96366 -0.85440 -0.78898
H -0.06278 -1.96196 0.18660
*
```

No. 6
A cluster of 2 separate species, CHN3O in total at a distorted geometry. Source: the OMol25 dataset; level of theory: ωB97M-V with the def2-TZVPD basis set.

Energy   -278.13157 Ha
Gap between HOMO and LUMO   13.3 eV
Energy relative to the best compared isomer or geometry (same formula, charge and spin)   79.05 kcal/mol
HOMO   -12.36 eV
Molar mass   71.0 g/mol

Geometry as ORCA input:
```
! wB97M-V def2-TZVPD RIJCOSX def2/J DEFGRID3
* xyz 0 1
N -2.32605 -0.37677 0.21206
N -1.37615 -0.92917 -0.02480
O -0.37411 -1.51950 -0.27573
C 1.37485 0.91884 0.02313
N 1.00600 1.98017 0.28441
H 1.69545 -0.07358 -0.21907
*
```

No. 7
A cluster of 7 separate species, C41H39NO27P3S2 in total at a distorted geometry. Source: the OMol25 dataset; level of theory: ωB97M-V with the def2-TZVPD basis set.

Energy   -5492.47218 Ha
Gap between HOMO and LUMO   4.0 eV
HOMO   -4.62 eV
Molar mass   1134.8 g/mol

Geometry as ORCA input:
```
! wB97M-V def2-TZVPD RIJCOSX def2/J DEFGRID3
* xyz -1 1
C -2.57483 2.94652 0.26638
C -1.50259 2.07172 0.97637
S -1.19403 0.47262 0.15159
C -2.28705 -0.78651 0.90239
P -4.13866 -0.64973 0.40256
C -3.92458 -2.16194 -0.77102
N -4.45219 0.87847 1.44430
C -4.23357 0.89964 2.57496
S -3.86673 0.98659 4.12836
P -4.80710 -2.14626 2.03100
P -6.79959 -1.57458 2.69718
O -6.84213 -0.74753 3.91524
O -7.55504 -2.98550 3.00882
O -7.64631 -0.91206 1.48482
H -2.94798 2.43627 -0.62564
H -3.40533 3.09462 0.96346
H -2.18944 3.92671 -0.03841
H -1.71099 1.89814 2.03545
H -0.55722 2.62277 0.89938
H -2.09508 -0.91782 1.97684
H -1.93246 -1.70985 0.43600
H -5.52162 -0.60181 0.00105
H -3.76280 0.22697 -0.68659
H -4.82838 -2.30926 -1.37725
H -3.61503 -3.07128 -0.24756
H -3.11552 -1.89665 -1.47556
H -3.93714 -2.10636 3.15987
H -8.31248 -2.81332 3.58860
H -7.15897 -0.14580 1.13289
C -5.36666 4.70150 9.13189
C -6.41340 4.64859 8.30186
C -6.43245 3.73210 7.11449
O -7.42288 3.71887 6.40916
C -5.25637 2.90654 6.86538
C -4.20774 2.96259 7.69492
C -4.20003 3.85811 8.89494
O -3.22615 3.85658 9.62761
O -3.11084 2.22568 7.50304
O -7.50062 5.40294 8.47786
H -5.34282 5.35648 9.99167
H -5.27269 2.26026 5.99615
H -2.50911 2.44985 8.23750
H -8.10172 5.16866 7.74308
C 2.05657 -5.40215 1.16084
C 1.32340 -4.28825 1.12905
C -0.10104 -4.29709 0.67840
O -0.71734 -3.25142 0.69096
C -0.67698 -5.56546 0.24050
C 0.05957 -6.68171 0.26865
C 1.48021 -6.67473 0.74615
O 2.09946 -7.72349 0.76684
O -0.42372 -7.86444 -0.12494
O 1.82216 -3.10021 1.49946
H 3.08522 -5.40475 1.48680
H -1.70359 -5.55590 -0.09948
H 0.30640 -8.50093 -0.00319
H 1.09011 -2.45732 1.38836
C 5.16883 -2.86573 -2.06057
C 5.83200 -1.75878 -2.40534
C 6.02502 -0.62499 -1.44835
O 6.65741 0.34969 -1.81865
C 5.44343 -0.74000 -0.12145
C 4.77184 -1.84603 0.23408
C 4.60364 -2.99716 -0.72060
O 4.00526 -3.99071 -0.35783
O 4.22909 -1.96802 1.44150
O 6.36196 -1.60048 -3.62272
H 5.02739 -3.69063 -2.74612
H 5.57527 0.09446 0.55264
H 3.79569 -2.84673 1.46674
H 6.78502 -0.71898 -3.61311
C -6.28092 3.70699 -0.15845
C -6.92202 4.88007 -0.14015
C -8.33960 5.01097 -0.60485
O -8.87868 6.10335 -0.54790
C -9.01003 3.82057 -1.11072
C -8.36925 2.64532 -1.13290
C -6.95837 2.51018 -0.64268
O -6.43360 1.41581 -0.67056
O -8.94241 1.53289 -1.58818
O -6.33937 6.00366 0.29347
H -5.25830 3.59845 0.17647
H -10.02730 3.93100 -1.45911
H -8.26939 0.82871 -1.49188
H -7.01603 6.70145 0.20443
C 6.65246 3.66606 -3.20456
C 6.15117 3.72026 -4.44337
C 5.89201 5.02591 -5.13111
O 5.45297 5.01480 -6.26608
C 6.17698 6.25564 -4.40033
C 6.67515 6.20166 -3.15990
C 6.95951 4.89485 -2.48241
O 7.42983 4.90884 -1.36073
O 6.94795 7.30098 -2.45568
O 5.85455 2.61914 -5.13817
H 6.84522 2.72835 -2.69901
H 5.97002 7.19162 -4.89975
H 7.29583 6.98573 -1.59855
H 5.51165 2.93232 -5.99750
C 9.60545 -6.12487 -5.72884
C 8.32874 -6.16984 -5.33005
C 7.52671 -4.92069 -5.11854
O 6.36446 -5.02358 -4.77337
C 8.18474 -3.63776 -5.33355
C 9.46181 -3.59321 -5.72861
C 10.25564 -4.84138 -5.96620
O 11.40886 -4.74080 -6.34286
O 10.10163 -2.43962 -5.93411
O 7.69750 -7.32097 -5.09970
H 10.19306 -7.01823 -5.88679
H 7.60099 -2.74510 -5.16103
H 11.00516 -2.68401 -6.21334
H 6.79129 -7.07710 -4.82649
*
```

No. 8
An isolated molecule of C4H4N2O3S at a distorted geometry. Source: the OMol25 dataset; level of theory: ωB97M-V with the def2-TZVPD basis set.

Energy   -888.02569 Ha
Gap between HOMO and LUMO   8.7 eV
Energy relative to the best compared isomer or geometry (same formula, charge and spin)   128.87 kcal/mol
HOMO   -8.77 eV
Molar mass   160.2 g/mol

Geometry as ORCA input:
```
! wB97M-V def2-TZVPD RIJCOSX def2/J DEFGRID3
* xyz 0 1
C -1.26800 -1.89646 -0.26832
C -0.64593 -0.82746 0.27977
C -1.48416 -3.20674 1.36467
C 0.05988 0.31915 -0.41445
N -0.35578 -0.96120 1.60939
N -2.09464 -2.05351 -1.34258
O -2.13547 -4.14525 1.41516
O -1.62478 -1.54299 -2.34490
O -3.11744 -2.62980 -1.24363
S -0.67621 -2.30212 2.53796
H 1.17925 0.32669 -0.42156
H -0.25620 1.14793 0.14125
H -0.29717 0.63969 -1.38603
H 0.33137 -0.42903 2.10240
*
```